56
Properties=species:S:1:pos:R:3:nbo_charge:R:1 method="wB97M-V/def2-TZVPD" multiplicity=1 e_homo_ev=-0.666 mol_weight_g_mol=503.428 total_energy_ev=-67164.899 charge=-2 homo_lumo_gap_ev=4.320
Li -1.34005 0.00460 0.56101 0.856
C 0.45757 -5.06606 0.90833 -0.559
C 1.86413 -5.17059 0.89875 0.398
C 2.67096 -3.87933 0.55930 0.454
O 3.89032 -3.94210 0.39157 -0.660
C 1.94957 -2.64882 0.58141 -0.539
C 0.56554 -2.57126 0.63996 0.414
C -0.24370 -3.84647 0.79622 0.408
O -1.48522 -3.81095 0.74756 -0.676
O -0.01282 -1.44238 0.51673 -0.845
O 2.50099 -6.20999 1.14232 -0.692
H -0.05669 -6.00779 1.05713 0.191
H 2.55273 -1.78377 0.34678 0.168
N -3.05764 -0.64483 1.59063 -1.121
S -4.53232 -0.77543 0.81585 2.454
O -4.92778 0.34232 0.02981 -0.939
O -5.48358 -1.51652 1.55361 -0.908
F -4.00938 -1.77552 -0.28834 -0.489
S -3.46519 0.50999 2.62675 2.439
O -4.46752 0.22791 3.59941 -0.920
O -3.43373 1.83980 2.08789 -0.957
F -2.11696 0.45783 3.50804 -0.520
C 1.54926 3.18057 1.06273 -0.625
C 1.20883 1.69614 1.13684 -0.089
C 2.03000 1.04549 2.24174 -0.074
O 3.42433 1.23167 2.19049 -0.547
C 4.05232 0.51580 1.14049 -0.258
N -0.23476 1.54884 1.50045 -0.839
H 1.34763 3.70310 2.00068 0.197
H 0.88031 3.65828 0.32894 0.192
H 2.53597 3.41327 0.65919 0.214
H 1.32792 1.24578 0.15176 0.203
H 1.76846 -0.01135 2.38620 0.218
H 1.67972 1.53799 3.16092 0.160
H 5.06104 0.91694 1.05654 0.172
H 3.55537 0.60770 0.16764 0.164
H 4.05999 -0.55317 1.36360 0.205
H -0.28677 1.76307 2.49840 0.366
H -0.66302 2.40830 1.14892 0.356
C -0.90061 -1.11652 -2.65302 -0.621
C -0.59410 0.29012 -2.18660 -0.076
C -0.31114 1.26916 -3.32421 -0.075
O -0.14313 2.56544 -2.77875 -0.552
C -0.11031 3.55358 -3.76576 -0.238
N -1.64017 0.82368 -1.27329 -0.854
H -0.17724 -1.42583 -3.40987 0.201
H -1.88203 -1.09719 -3.13996 0.187
H -0.88231 -1.78526 -1.79393 0.285
H 0.30602 0.27483 -1.56315 0.209
H -1.13361 1.21679 -4.05539 0.154
H 0.62829 0.99116 -3.82075 0.171
H -1.07782 3.60680 -4.29249 0.157
H 0.64858 3.35870 -4.53277 0.161
H 0.01580 4.53021 -3.30241 0.187
H -1.35655 1.80167 -1.17136 0.368
H -2.50550 0.94357 -1.80256 0.363